Record 1
{
  "formula": "C19H23N3S4SbSe4Zr",
  "method": "ωB97M-V with the def2-TZVPD basis set",
  "relative_energy_kcal_mol": 0.00,
  "lumo_ha": 0.0684,
  "charge": -1,
  "elements": ["Zr", "C", "N", "C", "C", "N", "C", "C", "C", "C", "C", "C", "C", "S", "C", "C", "C", "C", "C", "C", "S", "H", "H", "H", "H", "H", "H", "H", "H", "H", "H", "H", "H", "H", "H", "H", "H", "H", "H", "Se", "Sb", "Se", "Se", "Se", "S", "C", "N", "C", "C", "S", "H", "H", "H", "H", "H"],
  "positions_angstrom": [[-0.741308, -0.733945, -0.123237], [0.035708, 2.549861, 0.571879], [-0.401160, 1.577731, -0.453445], [0.509786, 1.602239, -1.616683], [1.779419, 0.837002, -1.296978], [1.478795, -0.605614, -1.094458], [1.483091, -1.296255, -2.424575], [2.453729, -1.286322, -0.248076], [3.786122, -0.896407, -0.250745], [4.720369, -1.560473, 0.529010], [4.320645, -2.638648, 1.302375], [2.996678, -3.043155, 1.291476], [2.042753, -2.376589, 0.525661], [0.368635, -2.949163, 0.529105], [-1.803784, 1.844931, -0.768865], [-2.163051, 2.514141, -1.931706], [-3.499903, 2.687499, -2.241170], [-4.475351, 2.214099, -1.373385], [-4.116021, 1.552646, -0.213594], [-2.776502, 1.342279, 0.106704], [-2.349027, 0.354914, 1.532456], [-0.071692, 3.558993, 0.162091], [1.070980, 2.376541, 0.850774], [-0.579025, 2.436483, 1.460670], [0.751310, 2.625459, -1.920496], [0.004045, 1.138523, -2.461840], [2.244032, 1.216724, -0.386949], [2.483090, 0.968943, -2.124243], [2.500149, -1.281805, -2.827436], [0.810117, -0.794099, -3.113718], [1.139181, -2.319438, -2.298208], [4.104177, -0.066701, -0.868147], [5.752921, -1.236780, 0.523974], [5.038514, -3.166967, 1.916949], [2.677124, -3.883169, 1.894807], [-1.411416, 2.851699, -2.635041], [-3.769877, 3.157630, -3.176549], [-5.522992, 2.333855, -1.618530], [-4.871531, 1.142443, 0.443467], [0.532067, 2.095969, -5.088968], [-1.074343, 0.398065, -5.599014], [-2.025233, -1.379993, -1.998485], [-0.283701, -1.799029, -5.957068], [-3.330926, 1.024791, -5.895160], [1.254171, 0.157106, 2.524927], [0.163164, -0.453617, 3.609752], [-0.456881, -1.627513, 3.524605], [-1.613187, -1.821356, 4.382567], [-1.319808, -1.002895, 5.635146], [-0.363929, 0.422219, 5.032026], [-0.278543, -2.205335, 2.699811], [-1.737626, -2.879099, 4.610883], [-2.513228, -1.456970, 3.877832], [-0.719628, -1.563713, 6.350727], [-2.231103, -0.657734, 6.117095]],
  "atomic_forces_ev_per_a": [[0.042, -0.074, -0.056], [0.003, 0.009, 0.001], [-0.039, 0.013, -0.010], [-0.003, -0.025, -0.029], [-0.015, -0.007, -0.008], [-0.029, -0.019, -0.003], [0.004, 0.007, 0.006], [0.003, 0.018, -0.021], [-0.025, 0.006, 0.006], [0.009, 0.002, 0.003], [0.006, -0.006, 0.007], [-0.014, 0.013, 0.001], [-0.013, -0.026, 0.004], [-0.026, 0.003, 0.012], [0.022, 0.006, -0.048], [-0.014, 0.018, 0.005], [-0.002, -0.006, 0.004], [0.001, 0.001, 0.002], [-0.003, 0.014, -0.009], [-0.015, -0.032, 0.052], [0.026, -0.008, -0.044], [0.000, 0.000, -0.001], [-0.004, 0.000, -0.003], [-0.001, -0.004, 0.002], [0.002, 0.007, 0.030], [-0.001, 0.012, -0.007], [-0.005, 0.004, -0.001], [0.000, 0.005, 0.002], [-0.002, 0.003, 0.000], [0.003, -0.003, 0.004], [-0.003, 0.001, 0.001], [-0.002, 0.002, -0.003], [0.000, -0.003, 0.002], [0.003, 0.002, -0.001], [-0.005, -0.002, -0.001], [0.006, -0.004, 0.005], [-0.005, 0.003, -0.004], [0.001, 0.002, -0.001], [-0.002, 0.002, 0.000], [-0.011, -0.019, 0.006], [0.034, 0.027, -0.023], [0.072, 0.037, 0.100], [0.015, -0.016, -0.013], [-0.036, 0.018, -0.002], [0.042, 0.003, 0.021], [-0.006, 0.044, 0.016], [0.006, -0.019, -0.006], [-0.003, -0.014, 0.007], [-0.018, 0.006, 0.001], [0.001, -0.015, 0.000], [-0.009, 0.006, -0.010], [-0.001, -0.001, 0.001], [0.002, 0.005, 0.006], [0.008, 0.001, -0.004], [0.001, 0.004, 0.000]]
}


Record 2
{
  "formula": "C19H23N5O",
  "method": "ωB97M-V with the def2-TZVPD basis set",
  "relative_energy_kcal_mol": 59.08,
  "smiles": "O=C(CN1CCN(Cc2ccccc2)CC1)N/N=C/c1cccnc1",
  "lumo_ha": -0.0028,
  "elements": ["O", "C", "N", "N", "C", "C", "C", "N", "C", "C", "C", "H", "H", "H", "H", "H", "H", "C", "N", "C", "H", "C", "N", "C", "H", "C", "H", "H", "H", "C", "C", "C", "C", "C", "C", "C", "H", "H", "H", "H", "H", "H", "H", "H", "H", "H", "H", "H"],
  "positions_angstrom": [[0.005201, 1.718466, 0.478052], [-0.915290, 0.949754, 0.325728], [-2.188575, 1.451428, 0.199070], [-3.264904, 0.680521, 0.032173], [-4.417652, 1.210412, -0.076503], [-5.597436, 0.394708, -0.255573], [-6.860118, 0.984664, -0.365874], [-7.974789, 0.301038, -0.528895], [-7.898158, -1.017689, -0.592342], [-6.700726, -1.716347, -0.495736], [-5.532260, -1.000588, -0.324791], [-4.572725, -1.487339, -0.243664], [-6.688997, -2.793682, -0.553652], [-8.839781, -1.533028, -0.726790], [-6.973613, 2.060882, -0.319508], [-4.563459, 2.296620, -0.038208], [-2.288805, 2.470999, 0.240325], [-0.872910, -0.575324, 0.246622], [0.357121, -1.294393, 0.408306], [0.977788, -1.314108, 1.715078], [0.204648, -1.245847, 2.482793], [2.024515, -0.214904, 1.925125], [3.029633, -0.313305, 0.879919], [2.399243, -0.117586, -0.417037], [1.927360, 0.875551, -0.481934], [1.353503, -1.213369, -0.638600], [0.856369, -1.067650, -1.599325], [1.873103, -2.178837, -0.656366], [3.167913, -0.190194, -1.190494], [4.121272, 0.622544, 1.082796], [5.270896, 0.322230, 0.160119], [5.686287, -0.992460, -0.016269], [6.746924, -1.287611, -0.852063], [7.411441, -0.270487, -1.517998], [7.005152, 1.040962, -1.346429], [5.938108, 1.334642, -0.514344], [5.621253, 2.360567, -0.387887], [7.517694, 1.838545, -1.864910], [8.242027, -0.499898, -2.169589], [7.059890, -2.313373, -0.984443], [5.157214, -1.776849, 0.503049], [4.464736, 0.509876, 2.117970], [3.793828, 1.669876, 0.950256], [1.540310, 0.774280, 1.926370], [2.510809, -0.366011, 2.893128], [1.482028, -2.283186, 1.810849], [-1.578564, -0.939763, 1.002150], [-1.293589, -0.840581, -0.730323]],
  "atomic_forces_ev_per_a": [[0.133, 0.055, 0.016], [-0.211, -0.219, -0.032], [-0.043, 1.252, 0.057], [-0.611, -0.573, -0.107], [0.685, 0.514, 0.106], [-0.690, -0.547, -0.108], [0.623, 0.006, 0.071], [-0.536, 0.107, -0.055], [0.039, -0.211, -0.008], [0.061, 0.097, 0.012], [-0.142, 0.242, -0.003], [0.073, -0.079, 0.004], [-0.015, -0.084, -0.006], [-0.026, -0.131, -0.010], [0.105, 0.132, 0.018], [0.101, -0.035, 0.010], [0.128, -0.356, -0.004], [0.141, -0.334, 0.021], [-0.062, 0.337, 0.001], [0.139, 0.098, 0.187], [-0.008, -0.049, 0.020], [-0.173, -0.102, 0.181], [-0.007, 0.058, 0.074], [-0.111, -0.110, -0.278], [0.099, -0.106, -0.026], [0.201, 0.114, -0.111], [0.001, -0.044, -0.025], [0.045, 0.054, -0.120], [-0.052, -0.022, -0.014], [-0.063, -0.045, 0.105], [0.076, 0.091, -0.029], [0.014, 0.019, 0.022], [0.029, -0.076, 0.008], [0.091, 0.026, -0.088], [0.109, 0.042, -0.075], [-0.071, -0.032, 0.083], [-0.060, 0.091, 0.011], [0.037, 0.054, -0.043], [0.058, -0.017, -0.053], [0.022, -0.079, -0.005], [-0.065, -0.095, 0.038], [-0.076, 0.078, -0.039], [0.051, -0.068, 0.039], [0.075, -0.116, 0.055], [-0.003, -0.013, -0.006], [0.007, 0.048, 0.134], [-0.024, 0.024, -0.169], [-0.091, 0.004, 0.140]]
}